DFT (wB97M-V/def2-TZVPD) results for a molecular structure, C15H30B4F8N3O3V at a distorted geometry.

Summary:
HOMO level	-0.24597	Eh
ΔE to the lowest compared entry with this formula, charge and spin	1366.0	kJ/mol
net charge	0
maximum force	6.09	eV Å⁻¹
HOMO-LUMO gap	1.3	eV
E_tot	-2821.5667	Ha

Each line ends with the Löwdin charge.
Cartesian coordinates (Å):
O  -0.92  -1.26  4.39  -0.2232
V  -1.47  -1.30  2.89  1.2678
O  -0.90  -0.03  2.17  -0.2399
B  -5.19  -1.67  0.69  -0.3798
H  -5.05  -1.01  1.53  -0.1008
H  -5.05  -1.11  -0.22  -0.0887
H  -4.43  -2.44  0.71  -0.1090
H  -6.16  -2.14  0.70  -0.0770
B  0.77  -3.88  0.85  -0.4412
H  -0.10  -4.48  1.08  -0.1118
H  1.19  -3.40  1.72  -0.1163
H  1.40  -4.62  0.38  -0.1168
H  0.56  -3.11  0.12  -0.1083
C  1.62  -7.22  4.48  0.0304
C  1.81  -8.61  3.88  -0.3085
O  2.07  -9.60  4.61  0.1234
N  1.58  -8.62  2.36  0.1107
H  1.29  -7.67  2.18  0.1526
H  2.38  -8.80  1.76  0.1779
C  0.35  -9.51  2.02  0.0587
H  1.69  -7.36  5.56  0.1040
H  0.64  -6.81  4.25  0.1137
H  2.36  -6.49  4.17  0.1070
H  -0.54  -9.01  2.40  0.1193
H  0.50  -10.53  2.37  0.1028
H  0.28  -9.56  0.93  0.1009
C  1.90  7.00  0.56  0.0137
N  1.70  6.58  -0.79  -0.0995
C  2.65  7.04  -1.70  0.0387
C  2.53  6.67  -3.01  0.0313
C  1.53  5.80  -3.46  -0.1416
C  0.60  5.39  -2.51  0.0727
C  0.67  5.79  -1.14  0.0746
C  1.55  5.27  -4.83  -0.1403
C  0.38  5.25  -5.57  0.0217
C  0.30  4.88  -6.88  0.0540
N  1.44  4.39  -7.51  -0.1197
C  2.56  4.32  -6.82  0.0273
C  2.70  4.66  -5.42  0.1087
C  1.38  4.08  -8.88  0.0107
H  1.40  7.95  0.76  0.1280
H  2.98  7.01  0.64  0.1102
H  1.55  6.27  1.29  0.1260
H  3.44  7.67  -1.32  0.1490
H  3.33  7.07  -3.62  0.1357
H  -0.16  4.67  -2.77  0.1381
H  0.05  5.44  -0.33  0.1653
H  -0.51  5.52  -5.02  0.1392
H  -0.66  4.89  -7.37  0.1524
H  3.38  4.03  -7.46  0.1484
H  3.64  4.60  -4.91  0.1302
H  0.40  3.80  -9.25  0.1246
H  2.15  3.34  -9.09  0.1167
H  1.73  5.02  -9.32  0.1267
B  -4.43  -6.06  5.66  -1.4860
F  -5.47  -6.72  5.08  0.1261
F  -4.87  -5.22  6.63  0.1345
F  -3.56  -6.94  6.16  0.1442
F  -3.84  -5.30  4.66  0.0841
B  -2.64  3.20  5.90  -1.2415
F  -3.15  2.28  4.98  0.0909
F  -2.99  4.52  5.52  0.0496
F  -3.12  2.96  7.23  0.0453
F  -1.24  3.10  5.91  0.0623